(1)
Here is a single C20H20N4O5S molecule in a non-equilibrium geometry from OMol25. Energies are from ωB97M-V/def2-TZVPD.

The calculation puts the lowest unoccupied orbital energy at -0.0055 hartree. For the relative energy (zero: lowest compared OMol25 entry of this formula, charge and spin), the calculation gives 6.9 kcal/mol. Its gap between HOMO and LUMO is 0.2850 Eh. The calculation puts the largest force on an atom at 1.27 eV/Å. As for the SMILES: CCCNC(=O)Cn1cnc2sc(C(=O)Nc3ccc4c(c3)OCO4)c(C)c2c1=O.

CARTESIAN COORDINATES (ANGSTROEM)
C1 4.097 3.852 -2.012
C2 3.879 2.588 -1.191
C3 5.074 2.305 -0.279
N1 4.860 1.121 0.521
C4 5.514 -0.029 0.308
O1 6.417 -0.189 -0.483
C5 4.996 -1.186 1.192
N2 3.761 -1.714 0.645
C6 3.790 -2.762 -0.213
N3 2.759 -3.307 -0.755
C7 1.565 -2.776 -0.428
S1 0.069 -3.386 -1.011
C8 -0.790 -2.140 -0.139
C9 -2.258 -2.236 -0.268
O2 -2.782 -3.291 -0.565
N4 -2.920 -1.062 -0.055
C10 -4.297 -0.817 -0.080
C11 -5.234 -1.820 -0.297
C12 -6.598 -1.542 -0.309
C13 -6.986 -0.242 -0.098
C14 -6.046 0.767 0.121
C15 -4.701 0.510 0.135
O3 -6.691 1.961 0.302
C16 -8.070 1.675 0.189
O4 -8.246 0.298 -0.059
C17 0.031 -1.313 0.586
C18 -0.397 -0.199 1.485
C19 1.398 -1.678 0.419
C20 2.566 -1.068 0.997
O5 2.600 -0.084 1.724
H1 3.241 4.040 -2.656
H2 4.232 4.712 -1.360
H3 4.981 3.752 -2.635
H4 2.980 2.694 -0.579
H5 3.732 1.735 -1.858
H6 5.244 3.157 0.387
H7 5.974 2.133 -0.874
H8 4.057 1.111 1.142
H9 4.797 -0.824 2.204
H10 5.748 -1.975 1.211
H11 4.763 -3.164 -0.456
H12 -2.355 -0.241 0.100
H13 -4.895 -2.828 -0.462
H14 -7.322 -2.319 -0.478
H15 -3.987 1.300 0.306
H16 -8.499 2.258 -0.641
H17 -8.580 1.950 1.126
H18 -0.562 0.717 0.915
H19 -1.304 -0.455 2.028
H20 0.398 0.008 2.197

Force components x, y, z for each atom (eV/Å):
C -0.1 -0.2 0.1
C 0.3 0.1 0.0
C -0.1 0.0 -0.3
N -0.2 0.5 0.2
C -0.2 -0.4 0.6
O 0.3 -0.2 -0.3
C 0.5 0.4 0.0
N -0.4 0.1 0.1
C -0.1 -0.3 -0.2
N 0.3 -0.5 -0.4
C -0.4 0.6 0.4
S 0.2 0.3 0.3
C 0.7 -0.2 0.0
C 0.0 0.4 0.1
O -0.1 -0.2 -0.1
N 0.4 0.2 0.0
C -0.6 -0.1 0.0
C 0.3 -0.2 0.0
C -0.3 0.5 0.1
C 0.5 0.2 0.1
C -0.3 -0.5 -0.1
C -0.2 0.1 0.0
O 0.5 -0.1 0.0
C -1.0 0.8 0.1
O 0.1 -0.4 -0.1
C -0.4 -0.2 -0.2
C 0.0 0.0 0.2
C 0.1 -0.5 -0.4
C -0.1 -0.2 -0.1
O 0.0 0.2 0.2
H 0.0 0.1 -0.1
H 0.0 0.1 0.0
H 0.1 0.0 -0.1
H 0.0 -0.1 0.0
H 0.0 -0.1 0.1
H 0.1 0.0 -0.1
H -0.1 0.1 0.1
H 0.2 -0.2 -0.1
H 0.0 -0.1 -0.1
H -0.1 0.1 0.0
H 0.2 0.1 0.1
H 0.0 -0.2 0.0
H 0.0 0.0 0.0
H -0.1 -0.1 0.0
H 0.1 0.1 0.0
H 0.2 -0.2 0.1
H 0.2 -0.1 -0.2
H 0.0 0.1 0.0
H -0.1 0.0 0.0
H -0.1 0.1 0.0

(2)
Here is a molecular structure, C20H20N6O4S2Sr in a non-equilibrium geometry from OMol25. Energies are from ωB97M-V/def2-TZVPD.

The calculation puts the lowest unoccupied orbital energy at -0.0109 hartree. For the relative energy (zero: lowest compared OMol25 entry of this formula, charge and spin), the calculation gives 5.7 kcal/mol. Its gap between HOMO and LUMO is 0.2850 Eh. The calculation puts the largest force on an atom at 2.26 eV/Å.

CARTESIAN COORDINATES (ANGSTROEM)
Sr1 -15.214 -9.122 -9.329
N1 -15.475 -12.742 -12.477
C1 -14.912 -11.936 -11.585
S1 -14.872 -10.228 -12.070
N2 -14.584 -12.591 -10.468
N3 -14.198 -11.753 -9.432
C2 -13.554 -12.301 -8.482
C3 -13.270 -11.451 -7.279
C4 -12.375 -11.901 -6.305
C5 -12.201 -11.139 -5.167
C6 -12.934 -9.942 -5.068
C7 -13.760 -9.574 -6.114
N4 -13.959 -10.338 -7.184
H1 -15.577 -12.402 -13.408
H2 -15.487 -13.728 -12.311
H3 -13.285 -13.340 -8.479
H4 -11.853 -12.834 -6.423
H5 -11.441 -11.386 -4.446
H6 -12.848 -9.191 -4.287
H7 -14.237 -8.586 -6.220
C8 -7.920 -6.038 -7.332
C9 -9.396 -6.172 -7.606
C10 -9.921 -6.263 -8.877
C11 -11.286 -6.453 -9.003
C12 -12.147 -6.556 -7.950
C13 -11.686 -6.311 -6.629
C14 -10.299 -6.192 -6.496
S2 -13.895 -6.401 -8.402
O1 -14.081 -7.064 -9.738
O2 -13.881 -4.961 -8.332
O3 -14.884 -7.119 -7.561
H8 -7.314 -5.967 -8.219
H9 -7.636 -6.875 -6.676
H10 -7.869 -5.078 -6.799
H11 -9.388 -6.213 -9.787
H12 -11.721 -6.545 -10.001
H13 -12.419 -6.317 -5.844
H14 -9.863 -6.067 -5.527
N5 -16.375 -13.550 -7.576
C15 -17.225 -13.049 -6.670
O4 -17.418 -13.503 -5.569
C16 -17.801 -11.680 -7.059
C17 -18.664 -11.005 -6.206
C18 -19.151 -9.763 -6.556
C19 -18.577 -9.136 -7.669
N6 -17.704 -9.738 -8.453
C20 -17.377 -10.985 -8.157
H15 -15.831 -14.362 -7.293
H16 -16.134 -13.160 -8.466
H17 -19.005 -11.523 -5.271
H18 -19.799 -9.199 -5.937
H19 -18.847 -8.114 -7.919
H20 -16.682 -11.451 -8.902

Force components x, y, z for each atom (eV/Å):
Sr 0.2 -0.4 0.0
N -0.3 -0.5 -1.1
C -0.3 0.7 1.0
S 0.2 -0.9 0.8
N 0.4 1.2 0.5
N -0.2 -0.3 -1.0
C -0.1 1.2 0.8
C 0.1 -2.1 -0.7
C -0.3 0.3 0.2
C -0.4 1.1 -0.3
C 0.2 0.2 -0.1
C -0.1 0.7 -0.2
N -0.2 0.9 -0.2
H -0.2 0.1 -0.4
H 0.1 -0.3 0.1
H 0.2 -0.5 -0.1
H 0.1 -0.1 -0.2
H -0.1 -0.2 0.3
H 0.3 -0.5 0.2
H 0.2 -0.6 0.7
C -1.1 0.4 0.9
C -0.6 -0.2 0.4
C -1.0 -0.2 1.0
C -0.5 -0.5 -1.4
C -0.5 0.0 1.2
C 0.7 -0.9 -1.9
C -0.3 0.1 -0.8
S 0.4 0.1 -0.6
O 0.9 1.1 0.3
O -1.4 -0.3 -0.4
O 0.6 0.2 0.6
H 0.2 -0.2 -0.3
H 0.4 0.4 -0.2
H 0.7 -0.3 0.1
H 1.0 0.1 -0.6
H 0.2 0.0 0.2
H 0.2 0.2 0.5
H 0.1 0.0 0.5
N 0.7 -1.5 0.2
C 0.1 1.9 -0.3
O -0.3 -0.5 0.3
C 0.0 -0.5 0.6
C -1.0 -1.1 1.2
C 1.3 0.3 -0.7
C -0.8 0.2 0.6
N 0.2 0.5 -0.3
C 1.2 -1.0 -1.5
H -0.4 0.3 -0.1
H -0.1 0.2 -0.2
H 0.4 0.6 -1.0
H -0.6 0.2 0.5
H 0.1 -0.1 0.0
H -0.6 0.3 0.7